Molecular formula: C5H9N
Method: DFT, the ωB97M-V functional and the def2-TZVPD basis

```
15
C5H9N the ωB97M-V functional and the def2-TZVPD basis
C 1.75126 0.06142 -1.06682
N 1.22185 -1.07487 -1.08547
C 2.24489 -0.77703 -0.00030
H 1.71783 0.99291 -1.61460
H 1.87017 -0.66460 1.01978
H 3.20383 -1.28500 -0.09097
C -2.23363 -0.47720 -0.38997
C -1.25427 -0.22834 0.47376
C -0.71347 1.14357 0.75435
H -2.62442 -1.47833 -0.54940
H -2.66710 0.31995 -0.99148
H -0.81928 -1.05285 1.03973
H -1.17816 1.88665 0.09742
H -0.89465 1.43597 1.79548
H 0.37514 1.19776 0.60849
```

Results
E: -250.55248 hartree
SMILES: C1=NC1.C=CC
Kohn-Sham gap: 0.3895 Eh
spin multiplicity: 1

So, what does the Mulliken scheme give us? The charges, in e, come out as: -0.20, -0.34, -0.16, 0.31, 0.16, 0.24, -0.74, 0.15, -0.91, 0.25, 0.23, 0.28, 0.29, 0.28, 0.15

Molecular formula: C5H9N
Method: DFT, the ωB97M-V functional and the def2-TZVPD basis

```
15
C5H9N the ωB97M-V functional and the def2-TZVPD basis
C -2.06578 -0.63339 0.69804
N -0.71131 -0.12739 0.85341
C -0.11884 0.14226 -0.25559
C -0.50760 0.01869 -1.64881
C 2.18033 0.38143 0.74714
C 1.22389 0.53600 -0.39736
H -2.50506 -0.74472 1.68785
H -2.09892 -1.61521 0.22225
H -2.67334 0.06708 0.10675
H 1.69228 -0.22006 1.51430
H -0.56293 0.90947 -2.26605
H -0.29750 -0.87875 -2.22060
H 3.12574 -0.10140 0.49089
H 2.40405 1.36026 1.17839
H 1.62812 0.97286 -1.30058
```

Results
E: -250.49985 hartree
Kohn-Sham gap: 0.2375 Eh
spin multiplicity: 1

So, what does the Mulliken scheme give us? The charges, in e, come out as: -0.84, -0.58, 0.84, -0.87, -1.10, -0.20, 0.29, 0.29, 0.32, 0.33, 0.32, 0.28, 0.33, 0.26, 0.34

Molecular formula: C5H9N
Method: DFT, the ωB97M-V functional and the def2-TZVPD basis

```
15
C5H9N the ωB97M-V functional and the def2-TZVPD basis
C 2.09954 -0.52924 1.70042
C 1.32336 -1.44864 1.12881
C 0.09058 -1.22196 0.36658
C -0.16985 -0.05541 -0.24053
N -1.33087 0.26937 -0.89097
C -1.56878 1.55997 -1.47216
H 3.02226 -0.71301 2.23239
H 1.73846 0.49959 1.68777
H 1.62923 -2.48771 1.17271
H -0.55557 -2.08551 0.26521
H 0.56104 0.74025 -0.20203
H -2.10752 -0.36490 -0.81245
H -0.63891 2.10885 -1.52284
H -1.85167 1.53894 -2.52969
H -2.24129 2.18942 -0.88320
```

Results
E: -250.61375 hartree
SMILES: C=C/C=C/NC
Kohn-Sham gap: 0.3094 Eh
spin multiplicity: 1

So, what does the Mulliken scheme give us? The charges, in e, come out as: -0.82, -0.07, -0.38, 0.05, -0.21, -0.83, 0.27, 0.20, 0.28, 0.27, 0.18, 0.21, 0.28, 0.29, 0.29

Molecular formula: C5H9N
Method: DFT, the ωB97M-V functional and the def2-TZVPD basis

```
15
C5H9N the ωB97M-V functional and the def2-TZVPD basis
C 2.07042 0.15927 0.56069
C 1.00726 -0.22127 -0.46241
C -0.32697 0.29497 0.07338
C -1.58920 -0.26508 -0.60776
C -2.76689 -0.07770 0.24712
N -3.66692 0.07535 0.95766
H 1.67511 -0.02081 1.56943
H 3.00367 -0.38984 0.41186
H 2.28449 1.23095 0.48470
H 0.95614 -1.31005 -0.60796
H 1.29531 0.21655 -1.42460
H -0.32018 0.04030 1.14416
H -0.34772 1.39091 0.03878
H -1.48637 -1.33833 -0.81091
H -1.78814 0.21480 -1.57414
```

Results
E: -250.65824 hartree
SMILES: CCCCC#N
Kohn-Sham gap: 0.4545 Eh
spin multiplicity: 1

So, what does the Mulliken scheme give us? The charges, in e, come out as: -1.20, -0.31, -0.69, -0.42, 0.18, -0.41, 0.35, 0.35, 0.30, 0.35, 0.26, 0.37, 0.29, 0.30, 0.29

Molecular formula: C5H9N
Method: DFT, the ωB97M-V functional and the def2-TZVPD basis

```
15
C5H9N the ωB97M-V functional and the def2-TZVPD basis
C -0.56139 1.50193 -0.24907
C -0.44028 0.09277 0.35576
C -0.77849 -0.98338 -0.70581
C 0.96860 -0.11505 1.01433
C 1.90488 -0.69685 0.05131
N 2.50363 -1.21923 -0.79008
H -0.00719 2.24608 0.33250
H -1.60853 1.82489 -0.28243
H -0.18084 1.52537 -1.27634
H -1.16255 0.01491 1.17725
H -1.19413 -0.52633 -1.61061
H -1.49131 -1.73297 -0.35283
H 0.11834 -1.51453 -1.03046
H 0.93347 -0.78083 1.88661
H 1.37653 0.83521 1.38172
```

Results
E: -250.65361 hartree
SMILES: CC(C)CC#N
Kohn-Sham gap: 0.4544 Eh
spin multiplicity: 1

So, what does the Mulliken scheme give us? The charges, in e, come out as: -1.48, 0.62, -1.22, -0.72, 0.33, -0.48, 0.36, 0.36, 0.36, 0.30, 0.33, 0.27, 0.33, 0.32, 0.32

Molecular formula: C5H9N
Method: DFT, the ωB97M-V functional and the def2-TZVPD basis

```
15
C5H9N the ωB97M-V functional and the def2-TZVPD basis
C -2.57640 -0.50615 -1.02420
C -1.39234 -0.11859 -1.48414
C -0.33488 -0.48067 -0.52063
C 0.76132 0.16677 -0.17529
C 1.66817 -0.18078 0.92549
N 1.84773 1.05725 1.69052
H -3.46493 -0.31040 -1.60774
H -2.47576 -1.14487 -0.22764
H -1.17294 0.33728 -2.39952
H -0.48144 -1.44165 0.04341
H 0.84366 1.22479 -0.62465
H 1.22363 -1.09021 1.42155
H 2.56458 -0.64998 0.55741
H 1.87622 1.88846 0.99926
H 1.11337 1.24875 2.42616
```

Results
E: -250.57632 hartree
SMILES: C=C/C=C/CN
Kohn-Sham gap: 0.3633 Eh
spin multiplicity: 1

So, what does the Mulliken scheme give us? The charges, in e, come out as: -0.76, -0.18, -0.39, -0.06, -0.27, -0.62, 0.27, 0.25, 0.41, 0.20, 0.12, 0.29, 0.21, 0.26, 0.26

Molecular formula: C5H9N
Method: DFT, the ωB97M-V functional and the def2-TZVPD basis

```
15
C5H9N the ωB97M-V functional and the def2-TZVPD basis
C -0.47118 1.56910 -0.38290
C -0.05078 0.13812 -0.11686
C 1.26370 -0.45787 0.53989
N 0.42743 -1.61278 0.76307
C -0.70296 -0.65713 1.01264
C -0.05163 -0.85944 -1.21224
H -1.55540 1.61315 -0.56671
H 0.04046 1.99754 -1.24852
H -0.26538 2.18739 0.49611
H 2.18649 -0.65634 -0.02462
H 1.46987 0.17059 1.41493
H -0.65533 -0.18134 2.01084
H -1.68779 -1.09924 0.85852
H -0.75019 -0.70072 -2.05692
H 0.80268 -1.45103 -1.48722
```

Results
E: -250.48078 hartree
Kohn-Sham gap (alpha / beta): 0.3391 / 0.3091 Eh
spin multiplicity: 1

So, what does the Mulliken scheme give us? The charges, in e, come out as: -1.51, 0.75, -0.45, -0.46, -0.31, -0.84, 0.35, 0.36, 0.34, 0.29, 0.32, 0.28, 0.30, 0.30, 0.28

Molecular formula: C5H9N
Method: DFT, the ωB97M-V functional and the def2-TZVPD basis

```
15
C5H9N the ωB97M-V functional and the def2-TZVPD basis
C -0.43674 -0.55453 1.51457
C 0.47911 -0.06168 0.39210
C 0.57971 -1.06269 -0.76689
C 0.02870 1.33221 -0.12890
C -0.94796 1.20805 -1.21635
N -1.67135 1.01230 -2.09859
H -0.44555 0.14750 2.35766
H -0.08860 -1.52114 1.89632
H -1.46854 -0.68145 1.16689
H 1.47937 0.07819 0.82383
H 0.55911 -2.09670 -0.40935
H 1.49624 -0.90770 -1.34868
H -0.26442 -0.94787 -1.45439
H 0.88498 1.89762 -0.51189
H -0.41834 1.93136 0.67274
```

Results
E: -250.66061 hartree
SMILES: CC(C)CC#N
Kohn-Sham gap: 0.4530 Eh
spin multiplicity: 1

So, what does the Mulliken scheme give us? The charges, in e, come out as: -1.46, 0.61, -1.35, -0.58, 0.28, -0.47, 0.38, 0.38, 0.33, 0.21, 0.36, 0.32, 0.35, 0.31, 0.33

Which value of E does entry 7 give?
-250.48078 hartree

What is the spin multiplicity in the first record?
1

Among the records above, which one has the lowest E?
number 8

What is the E in the sixth record?
-250.57632 hartree